Here is an isolated molecule of CH3O3PS at a distorted geometry from the OMol25 dataset. Energies are from wB97M-V/def2-TZVPD.

Geometry as XYZ:
```
9
Properties=species:S:1:pos:R:3:forces:R:3
C 0.165227 1.104387 0.038969 0.1 -3.2 -3.9
O 0.944045 -1.291212 1.750269 0.5 0.0 0.6
O -0.291710 -1.525084 -0.372746 0.0 0.2 -0.6
O -1.703207 0.168377 -1.561033 -0.3 0.2 -1.2
P 0.879567 -2.125240 0.550025 -0.6 0.1 0.0
S -1.266429 -0.097993 -0.223577 0.7 0.1 2.0
H 0.113345 1.511500 -0.994949 0.3 0.1 0.7
H 0.148322 1.859245 0.731447 -0.4 1.3 2.1
H 1.010841 0.396020 0.081596 -0.1 1.1 0.3
```
Forces are in eV/Å.

Values from the calculation:
* Kohn-Sham gap: 0.3512 hartree
* LUMO level: -0.4 eV
* energy above the lowest of the compared OMol25 structures with the same formula, charge and spin: 26.4 kcal/mol
* net charge: 0
* F_max: 5.04 eV/Å
* E_tot: -1005.15605 Eh

Here is a structure of composition C22H38INO3P2PdS from the OMol25 dataset. Energies are from wB97M-V/def2-TZVPD.

Geometry as XYZ:
```
69
Properties=species:S:1:pos:R:3:forces:R:3
Pd 1.249538 0.424794 0.474168 0.0 0.1 0.2
S 2.406238 4.219661 3.221700 0.1 0.0 0.1
C 3.323477 2.852263 3.713139 -0.1 0.0 -0.1
C 2.969448 1.737853 3.011405 0.0 0.0 0.1
C 1.922049 1.906668 2.039981 0.1 0.1 -0.1
C 1.536448 3.228243 2.060595 0.0 -0.3 -0.1
C 0.541173 3.810437 1.170773 -0.1 0.1 0.0
C 0.396140 5.191696 0.960110 0.0 0.0 0.0
C -0.529499 5.641582 0.038493 0.0 0.0 0.0
C -1.292431 4.721611 -0.669806 0.0 0.0 0.0
C -1.097657 3.375793 -0.386225 0.0 0.1 0.0
N -0.234278 2.936442 0.514689 0.0 -0.1 -0.1
H 4.076202 2.940982 4.483667 0.0 0.0 0.0
H 3.466598 0.786280 3.171436 0.0 0.0 0.0
H 1.025797 5.893090 1.494233 0.0 0.0 0.0
H -0.641821 6.705399 -0.142325 0.0 0.0 0.0
H -2.011277 5.032155 -1.417301 0.0 0.0 0.0
H -1.659947 2.602022 -0.904888 0.0 0.0 0.0
C -3.645666 -1.514099 -3.563871 0.0 0.0 0.0
C -2.597313 -1.166979 -2.497581 0.0 0.0 0.0
O -1.342865 -1.106910 -3.007195 -0.2 -0.1 -0.2
P 0.158615 -0.450536 -1.348391 0.3 0.3 0.3
O 1.080501 -0.078616 -2.674966 0.0 0.0 -0.1
C 0.586725 0.949614 -3.508404 0.0 0.0 -0.1
C 0.488711 0.442105 -4.933854 0.0 0.0 0.0
O 0.544337 -2.055027 -1.224279 0.0 -0.2 -0.1
C 0.676668 -2.916516 -2.343377 0.1 0.0 0.0
C -0.308447 -4.063744 -2.236087 0.0 0.0 0.1
H -4.661225 -1.556261 -3.147197 0.0 0.0 0.0
H -3.410502 -2.483172 -4.014622 0.0 0.0 0.0
H -3.621876 -0.764150 -4.359925 0.0 0.0 0.0
H -2.707557 -1.924051 -1.679631 0.0 0.0 0.0
H -2.920760 -0.209805 -2.020778 0.0 0.0 0.0
H 1.269472 1.806484 -3.438315 0.0 0.0 0.0
H -0.403902 1.268916 -3.168746 0.0 0.0 0.0
H 1.462478 0.083383 -5.277443 0.0 0.0 0.0
H 0.152971 1.237324 -5.607224 0.0 0.0 0.0
H -0.230832 -0.377637 -4.949439 0.0 0.0 0.0
H 1.706672 -3.293163 -2.338390 0.0 0.0 0.0
H 0.507025 -2.367596 -3.265354 0.0 0.0 0.0
H -0.199642 -4.577802 -1.276332 0.0 0.0 0.0
H -0.139752 -4.790579 -3.036864 0.0 0.0 0.0
H -1.322172 -3.671887 -2.319954 0.0 0.0 0.0
I 4.575397 -0.946970 -0.102111 -0.2 0.1 0.0
C 3.035527 0.656984 -0.603975 0.1 0.1 0.1
H 3.065928 0.561749 -1.687299 0.0 0.0 0.0
H 3.634754 1.518342 -0.301099 0.0 0.0 0.0
C 1.016256 -3.460609 3.290133 0.0 0.0 0.0
C 1.376436 -2.411958 2.242870 0.1 0.0 -0.1
P 0.170651 -1.076254 1.858802 -0.2 0.1 0.1
C -0.253777 -0.486299 3.568674 0.0 -0.1 0.0
C -0.996404 0.848303 3.594459 0.0 0.0 0.0
C -1.327839 -2.060039 1.408603 0.0 0.0 0.1
C -2.590452 -1.206715 1.301712 0.0 0.0 0.0
H 1.837345 -4.168119 3.438026 0.0 0.0 0.0
H 0.138773 -4.039233 2.995513 0.0 0.0 0.0
H 0.800644 -3.001949 4.257903 0.0 0.0 0.0
H 1.593121 -2.870710 1.273266 0.0 0.0 0.0
H 2.296610 -1.886598 2.516126 0.0 0.0 0.0
H 0.717947 -0.358262 4.059283 0.0 0.0 0.0
H -0.801935 -1.253224 4.129717 0.0 0.0 0.0
H -0.449292 1.581345 2.999271 0.0 0.0 0.0
H -1.088210 1.220191 4.619549 0.0 0.0 0.0
H -1.999329 0.765846 3.174460 0.0 0.0 0.0
H -1.492834 -2.872914 2.123553 0.0 0.0 0.0
H -1.091374 -2.505167 0.439578 0.0 0.0 0.0
H -2.943254 -0.900465 2.289197 0.0 0.0 0.0
H -3.393666 -1.761566 0.811568 0.0 0.0 0.0
H -2.398886 -0.311973 0.706594 0.0 0.0 0.0
```
Forces are in eV/Å.

Values from the calculation:
* Kohn-Sham gap: 0.1469 hartree
* LUMO level: 4.3 eV
* energy above the lowest of the compared OMol25 structures with the same formula, charge and spin: 0.0 kcal/mol
* net charge: -2
* F_max: 0.54 eV/Å
* E_tot: -2648.01145 Eh

Here is a structure of composition C23H25CeF4N3O4Si at a distorted geometry from the OMol25 dataset. Energies are from wB97M-V/def2-TZVPD.

Geometry as XYZ:
```
61
Properties=species:S:1:pos:R:3:forces:R:3
Ce -0.911712 -0.457040 -1.092899 1.5 2.1 1.8
C -4.438302 2.365894 -1.568403 0.1 -0.1 -0.1
C -2.953194 2.058356 -1.645310 -0.1 0.1 -0.1
O -2.643141 0.827935 -1.812605 -0.8 0.9 -0.3
C -2.044101 3.092805 -1.519616 0.0 0.1 0.0
C -0.626810 2.940962 -1.504215 0.1 -0.1 -0.1
C 0.245161 4.165938 -1.470270 0.0 0.0 0.0
N -0.086185 1.752819 -1.502430 0.5 0.7 -0.3
N 1.313843 1.714014 -1.447361 0.2 0.0 0.0
C 1.796869 0.517539 -1.656801 0.1 0.7 -0.1
O 1.119002 -0.538209 -1.967907 1.4 0.1 -0.6
C 3.276195 0.375995 -1.514420 0.1 -0.2 0.0
C 3.823454 -0.903183 -1.453965 -0.1 0.1 0.0
C 5.190082 -1.074213 -1.298830 0.1 0.0 0.0
C 6.026113 0.029800 -1.212813 0.0 -0.1 0.0
C 5.485086 1.307743 -1.280696 0.1 0.0 0.0
C 4.118897 1.481795 -1.427114 0.0 0.0 0.0
H -4.980084 1.423376 -1.520805 0.0 0.0 0.0
H -4.770415 2.918143 -2.449493 0.0 0.0 0.0
H -4.663866 2.959827 -0.682176 0.0 0.0 0.0
H -2.435406 4.097578 -1.424805 0.0 0.0 0.0
H -0.353049 5.075059 -1.439581 0.0 0.0 0.0
H 0.891520 4.181165 -2.348507 0.0 0.0 0.0
H 0.899300 4.121938 -0.598499 0.0 0.0 0.0
H 3.156384 -1.751862 -1.527478 0.0 0.0 0.0
H 5.610160 -2.071659 -1.245749 0.0 0.0 0.0
H 7.093760 -0.108142 -1.090978 0.0 0.0 0.0
H 6.143433 2.166348 -1.217867 -0.1 0.0 0.0
H 3.680277 2.469151 -1.473286 0.0 0.0 0.0
C 0.480341 1.952451 1.982466 -0.2 -0.2 0.0
Si -0.726490 0.525322 2.296432 -0.2 0.5 0.1
C -0.800129 0.374322 4.194524 0.1 -0.3 -0.3
C -2.478601 1.022452 1.745289 0.4 0.0 0.1
N -0.327056 -0.802660 1.283880 0.1 -0.1 0.5
C 0.093186 -2.049866 1.610869 0.1 -0.2 0.1
C 0.377572 -2.520792 2.918576 0.0 0.1 -0.1
C 0.805773 -3.808243 3.180160 0.0 -0.1 0.0
C 0.995732 -4.730443 2.159390 0.0 0.0 0.0
C 0.731074 -4.325916 0.857895 0.0 0.0 -0.1
C 0.295434 -3.046048 0.628914 -0.1 -0.1 0.1
F 0.002984 -2.723312 -0.691882 0.3 -0.6 0.5
H 0.142443 2.880542 2.453523 0.0 0.0 0.0
H 0.593839 2.131076 0.913010 0.1 0.0 0.0
H 1.471322 1.715522 2.378675 0.0 -0.1 0.0
H -1.157362 1.311160 4.628415 0.0 0.1 -0.1
H 0.188581 0.173768 4.615000 0.0 0.0 0.0
H -1.477961 -0.422316 4.511751 0.0 0.0 0.0
H -2.828432 1.958916 2.186443 0.1 0.0 0.0
H -3.188219 0.234631 2.008263 0.0 0.0 0.0
H -2.507820 1.138191 0.657926 -0.1 0.1 0.1
H 0.251413 -1.825553 3.735470 0.0 0.0 0.0
H 0.995674 -4.097667 4.207689 0.0 0.0 0.0
H 1.340090 -5.735278 2.362633 0.0 0.0 0.0
H 0.859137 -4.990519 0.012873 0.0 0.0 0.0
F -4.000794 -4.079073 -1.276448 0.0 0.1 -0.1
C -3.727463 -3.185977 -2.238739 0.0 -0.1 0.0
F -4.872990 -2.537012 -2.522499 0.1 0.0 0.0
F -3.364079 -3.865979 -3.334759 -0.1 0.0 0.1
C -2.628504 -2.174198 -1.792139 -1.6 -1.6 -0.8
O -1.818525 -1.828188 -2.672252 -0.5 -0.8 -0.9
O -2.683417 -1.809188 -0.606470 -1.3 -1.1 0.4
```
Forces are in eV/Å.

Values from the calculation:
* Kohn-Sham gap (spin up / spin down): 0.2532 / 0.2675 hartree
* LUMO level (spin up / spin down): 2.7 / 2.7 eV
* spin multiplicity: 2
* energy above the lowest of the compared OMol25 structures with the same formula, charge and spin: 5.7 kcal/mol
* net charge: -1
* F_max: 3.12 eV/Å
* E_tot: -2521.04983 Eh

Among the records above, which one has the lowest E_tot?
C22H38INO3P2PdS